No. 1
Molecular formula: C7H12F14Mg2N2O11S4
Method: DFT, ωB97M-V/def2-TZVPD

Atoms and positions in Å:
Mg 16.43002 -17.76461 -14.39458
Mg 12.90168 -19.49633 -14.05407
C 10.61693 -16.37282 -12.37770
F 10.50910 -15.07029 -12.16552
F 9.90018 -17.04526 -11.50272
F 10.09825 -16.58987 -13.59743
S 12.42126 -16.90250 -12.37204
O 12.93441 -16.46195 -13.66279
O 12.99064 -16.31633 -11.19869
N 12.42649 -18.64474 -12.40424
S 12.40500 -19.20536 -10.90726
O 11.64172 -18.51073 -9.91318
O 12.13251 -20.61465 -11.02925
C 14.21230 -19.02632 -10.28369
F 14.30675 -18.22850 -9.24356
F 14.61130 -20.25796 -9.98998
F 14.98926 -18.53008 -11.24832
C 12.99491 -21.75480 -18.24496
F 13.73865 -22.83137 -18.43955
F 12.69276 -21.22169 -19.41415
F 11.87631 -22.13977 -17.61303
S 13.91176 -20.41399 -17.19835
O 13.49177 -19.13106 -17.74974
O 13.55804 -20.59104 -15.80064
N 15.52565 -20.48147 -17.63130
S 16.18557 -21.66577 -16.78339
O 17.04303 -21.14114 -15.73166
O 15.34897 -22.76541 -16.32943
C 17.19897 -22.51865 -18.10017
F 18.14845 -23.22984 -17.50688
F 16.46882 -23.28940 -18.87528
F 17.80627 -21.62688 -18.88107
F 14.67905 -18.73454 -14.15412
F 16.48430 -17.71201 -16.25933
C 14.88645 -21.90753 -13.32292
O 13.59006 -21.28377 -13.24509
H 15.38041 -21.74084 -12.36347
H 14.76969 -22.96786 -13.54498
H 15.51677 -21.51472 -14.11610
H 13.14876 -21.70726 -12.49733
C 16.00406 -14.99971 -12.80762
O 15.63138 -16.11297 -13.66563
H 16.22487 -15.35466 -11.80401
H 16.71609 -14.41556 -13.38670
H 15.14743 -14.33199 -12.69211
H 14.65658 -16.07177 -13.70928
C 10.70966 -18.31368 -16.01725
O 12.00825 -18.47122 -15.44716
H 9.89578 -18.64092 -15.37486
H 10.49456 -17.36127 -16.49477
H 10.70645 -19.01042 -16.86330
H 12.58575 -17.72509 -15.66156

Computed properties:
F_max   5.01 eV/A
Frontier orbital gap   8.178 eV

---

No. 2
Molecular formula: C3H4INS
Method: DFT, ωB97M-V/def2-TZVPD

Atoms and positions in Å:
C -0.35845 0.73823 -0.66126
C 0.50378 -1.30756 -0.41737
C -0.51487 0.57750 0.74702
N 0.11486 -0.26469 -1.25260
S -0.05119 -0.98248 1.36115
I -1.62433 1.75968 2.11054
H -0.67167 1.62345 -1.25009
H -0.10573 -2.10542 -0.71559
H 1.53580 -1.66877 -0.63720
H 1.17180 1.63006 0.71539

Computed properties:
F_max   3.48 eV/A
Frontier orbital gap (alpha / beta)   7.378 / 8.120 eV

---

No. 3
Molecular formula: C37H31N3O4P2S4W
Method: DFT, ωB97M-V/def2-TZVPD

Atoms and positions in Å:
W 1.04158 -0.22665 0.10704
S -2.66188 0.98822 1.71258
P -2.26220 -0.31706 0.01825
C -0.83767 0.07085 -0.76537
P 0.05764 -1.04433 -1.92796
S 2.13512 -2.26625 -2.26592
C -0.96465 -2.54900 -2.15343
C -0.62676 -3.76165 -1.55636
C -1.42848 -4.87936 -1.73809
C -2.57557 -4.80287 -2.51962
C -2.93616 -3.59406 -3.09486
C -2.13881 -2.47094 -2.90374
C -0.04210 -0.17787 -3.52792
C 0.04922 -0.88881 -4.72003
C -0.07703 -0.23372 -5.93830
C -0.28236 1.13843 -5.97224
C -0.34477 1.85755 -4.78500
C -0.22388 1.20294 -3.56642
C -3.74063 0.14328 -0.91680
C -3.57697 0.62549 -2.20996
C -4.68664 1.02464 -2.94438
C -5.95443 0.94990 -2.38607
C -6.12145 0.48508 -1.08636
C -5.01742 0.08315 -0.34963
C -2.54964 -1.98046 0.70670
C -3.63449 -2.76913 0.34023
C -3.82423 -4.00806 0.94466
C -2.93691 -4.46007 1.90743
C -1.83777 -3.68465 2.25689
C -1.64202 -2.45414 1.65520
H 0.27678 -3.83513 -0.96976
H -1.15074 -5.81938 -1.27460
H -3.18885 -5.68400 -2.67635
H -3.83369 -3.52251 -3.70006
H -2.42530 -1.53138 -3.35839
H 0.23811 -1.95555 -4.69338
H -0.01540 -0.79637 -6.86220
H -0.38647 1.64798 -6.92313
H -0.48716 2.93293 -4.80989
H -0.27193 1.75163 -2.63630
H -2.57834 0.69286 -2.62884
H -4.55730 1.39788 -3.95273
H -6.81777 1.26286 -2.96159
H -7.11101 0.43421 -0.64904
H -5.14318 -0.27037 0.66833
H -4.32000 -2.43742 -0.42759
H -4.66503 -4.62258 0.64719
H -3.09099 -5.42555 2.37627
H -1.13077 -4.04268 2.99619
H -0.79024 -1.85168 1.92804
N 4.86120 7.12051 -2.36056
C 4.47531 5.82435 -2.05825
C 5.18489 5.07623 -1.11179
C 4.83487 3.76773 -0.84785
C 3.76502 3.19094 -1.52109
C 3.05212 3.91709 -2.46610
C 3.40652 5.22621 -2.73273
S 3.30520 1.53530 -1.17806
O 2.39083 1.15933 -2.22054
O 4.49587 0.77429 -0.93245
N 2.37567 1.57986 0.20779
C 2.97928 1.07922 1.35465
S 4.26512 1.71265 2.31374
C 4.12729 0.35153 3.37098
C 3.13923 -0.46730 2.95802
N 2.49063 -0.03598 1.82552
H 5.43369 7.60082 -1.69087
H 4.19271 7.70076 -2.83411
H 6.02754 5.52726 -0.59791
H 5.40468 3.17935 -0.13763
H 2.23359 3.43922 -2.99159
H 2.86325 5.79527 -3.48006
H 4.79566 0.23227 4.21072
H 2.83860 -1.39214 3.42753
C -0.63983 2.70033 2.61227
C -0.98316 1.29264 2.22129
O -0.16105 0.40410 2.24708
H -0.38255 2.73364 3.67386
H -1.45692 3.38787 2.41088
H 0.24676 2.98987 2.04261
O 3.16645 -2.28287 0.18788
C 2.32819 -1.82215 -0.57643

Computed properties:
F_max   1.49 eV/A
2S+1   3
Frontier orbital gap (alpha / beta)   6.267 / 6.175 eV
⟨S²⟩   2.03

---

No. 4
Molecular formula: CH3N3O
Method: DFT, ωB97M-V/def2-TZVPD

Atoms and positions in Å:
C 0.11234 0.74192 0.70585
N 0.08584 -0.88283 -1.79076
N -0.44854 -1.44609 -0.97636
N -0.25248 -0.50801 0.88724
O 0.57923 1.18357 -0.40074
H -0.04308 1.46237 1.48648
H 0.84806 0.02276 -1.50844
H -0.88136 -0.57369 1.59674

Computed properties:
F_max   4.04 eV/A
Frontier orbital gap   8.782 eV

---

No. 5
Molecular formula: C39H36FIrN6O5S
Method: DFT, ωB97M-V/def2-TZVPD

Atoms and positions in Å:
Ir -0.36874 -0.70782 0.46061
C -3.85443 2.09222 -0.41771
O -3.14997 1.76242 -1.64938
C -2.20773 0.90952 -1.32539
N -2.14781 0.51549 -0.10945
C -3.20146 1.18062 0.65927
C -2.69955 1.96717 1.85116
C -1.34996 2.23237 2.04789
C -0.93766 3.01178 3.11907
C -1.87329 3.54158 3.99365
C -3.22072 3.26146 3.81185
C -3.63285 2.47804 2.74801
C -1.24775 0.40276 -2.30705
C -1.38027 0.45736 -3.68644
C -0.38259 -0.11932 -4.46179
C 0.69056 -0.75208 -3.84637
C 0.72790 -0.77201 -2.46098
N -0.21022 -0.18569 -1.72508
C 1.75357 -1.41273 -1.64222
N 1.69746 -1.32576 -0.36739
C 2.92830 -1.92657 0.17491
C 3.52176 -2.62085 -1.07674
O 2.75770 -2.06788 -2.18039
C 2.78128 -2.84037 1.37248
C 1.55524 -3.30914 1.82461
C 1.47236 -4.06160 2.98780
C 2.62292 -4.37355 3.69459
C 3.85822 -3.95816 3.21799
C 3.93559 -3.18937 2.06903
H -4.91477 1.90464 -0.56601
H -3.70539 3.15038 -0.20998
H -3.89759 0.41802 1.01716
H -0.61007 1.84261 1.35971
H 0.11578 3.21643 3.25972
H -1.55735 4.17544 4.81078
H -3.95239 3.66078 4.50075
H -4.68630 2.26281 2.61137
H -2.24628 0.93107 -4.12618
H -0.44560 -0.08458 -5.54062
H 1.48066 -1.22298 -4.41378
H 3.56387 -1.08656 0.47576
H 3.37247 -3.70110 -1.06275
H 4.57212 -2.40366 -1.24659
H 0.65463 -3.06979 1.27529
H 0.50897 -4.40018 3.34815
H 2.56154 -4.94788 4.60992
H 4.76020 -4.22848 3.75061
H 4.90093 -2.84915 1.71077
C 0.00300 -1.63901 8.12321
C 1.30030 -1.14616 7.50513
C 2.46911 -2.07967 7.80111
C 3.76918 -1.40676 7.38507
C 3.66246 -0.87699 5.97879
C 4.80299 -0.55165 5.27751
C 4.71881 -0.08504 3.96995
F 5.84707 0.23377 3.32279
C 3.52084 0.01163 3.31878
C 2.35137 -0.34792 3.99646
C 1.08827 -0.35315 3.26979
O 1.07704 -0.04105 2.04380
C -0.04034 -0.71199 4.03004
C 0.06805 -0.94332 5.37800
N 1.22561 -0.96978 6.03498
C 2.40844 -0.73598 5.34729
C -1.40749 -0.82150 3.39949
O -2.37796 -0.48688 4.03749
O -1.43941 -1.35427 2.20541
H 0.16863 -1.80221 9.18615
H -0.31470 -2.58493 7.68202
H -0.79846 -0.90664 8.03445
H 1.53134 -0.16145 7.92576
H 2.33135 -3.00935 7.24178
H 2.48456 -2.32055 8.86262
H 4.60430 -2.10605 7.44127
H 4.00529 -0.58503 8.06698
H 5.77627 -0.65138 5.74094
H 3.46214 0.36555 2.30049
H -0.83643 -1.12839 5.93663
C -2.86714 -6.22604 0.27811
N -2.18878 -5.13526 -0.40643
C -1.95911 -3.94523 0.12531
N -2.24534 -3.68820 1.38913
S -1.26847 -2.74442 -0.89791
H -2.84672 -7.10539 -0.35713
H -3.90821 -5.97058 0.48458
H -2.36111 -6.46675 1.21415
H -1.94828 -5.25512 -1.37689
H -2.65939 -4.39152 1.97991
H -2.06643 -2.75740 1.77576

Computed properties:
Charge   +2
F_max   2.88 eV/A
Frontier orbital gap   6.567 eV

---

No. 6
Molecular formula: C2H9N2S
Method: DFT, ωB97M-V/def2-TZVPD

Atoms and positions in Å:
C 0.16235 0.97557 1.94042
C -0.78214 -0.65970 0.00634
N -1.36326 0.39174 -0.53402
N 1.27441 -1.12115 -1.62905
S 0.22940 -0.68320 1.35091
H 0.24498 1.57394 1.01913
H 1.06473 1.16352 2.51137
H -0.76228 1.25798 2.56462
H -1.10938 -1.60567 -0.42344
H -1.35333 1.29105 -0.13959
H -1.87383 0.30310 -1.43890
H 2.12240 -1.27358 -1.16083
H 0.98264 -1.55308 -2.47164
H 1.16331 -0.06053 -1.59532

Computed properties:
Charge   +1
F_max   4.32 eV/A
Frontier orbital gap   9.257 eV

---

no.,E_tot (eV)
1,-125235.07961
2,-23597.43035
3,-115274.06566
4,-7600.28834
5,-76586.28321
6,-16028.16500